(1)
C3H9Cl2N2O5Sn2 as an isolated structure at a distorted geometry, computed with wB97M-V/def2-TZVPD.

Element x y z (Å)
Sn (-11.59, 10.15, -5.09)
Sn (-12.95, 10.23, -9.39)
O (-11.79, 8.35, -7.45)
H (-11.52, 7.43, -7.30)
C (-8.60, 7.63, -8.69)
N (-9.10, 8.98, -8.41)
O (-9.61, 9.58, -9.37)
O (-9.00, 9.43, -7.22)
H (-7.80, 7.34, -8.00)
H (-8.36, 7.62, -9.75)
H (-9.47, 6.99, -8.61)
C (-9.44, 5.72, -5.31)
N (-8.80, 6.84, -4.68)
O (-7.87, 6.61, -3.94)
O (-9.36, 7.96, -4.82)
H (-9.44, 5.82, -6.40)
H (-10.49, 5.75, -5.01)
H (-8.98, 4.78, -5.00)
C (-14.24, 6.03, -8.26)
Cl (-15.92, 5.50, -7.90)
Cl (-13.20, 5.55, -6.92)
H (-13.94, 5.57, -9.20)
H (-14.18, 7.12, -8.31)

Its relative energy (zero: lowest compared OMol25 entry of this formula, charge and spin) is 226.3 kJ/mol. The charge is +3. The HOMO energy is -18.57 eV. The calculation puts the frontier orbital gap at 0.1348 Ha.

Charges in e, computed with Löwdin, in the same order as the atoms: 1.7328, 1.7520, -0.5918, -0.0960, 0.0713, -0.3881, -0.0042, -0.0126, 0.1253, 0.1246, 0.0993, 0.0460, -0.3902, 0.2055, -0.1282, 0.0896, 0.1021, 0.1297, -0.9979, 0.5621, 0.5580, 0.0438, -0.0329

---

(2)
C55H47Cl2N2O3P2SSeV as an isolated structure at a distorted geometry, computed with wB97M-V/def2-TZVPD.

Element x y z (Å)
V (-0.21, -0.32, -0.08)
O (-2.24, -0.73, -0.71)
S (-2.47, 0.66, -1.38)
C (-3.39, 0.19, -2.81)
C (-4.70, 0.55, -2.97)
C (-5.47, 0.16, -4.09)
C (-4.86, -0.61, -5.02)
C (-5.40, -1.20, -6.30)
C (-4.22, -2.01, -6.90)
C (-3.11, -1.86, -5.89)
C (-1.86, -2.40, -5.86)
C (-1.04, -2.07, -4.77)
C (-1.39, -1.23, -3.73)
P (-0.02, -0.97, -2.51)
C (1.24, -0.17, -3.54)
C (2.10, -0.85, -4.39)
C (2.99, -0.15, -5.19)
C (3.03, 1.24, -5.14)
C (2.17, 1.92, -4.29)
C (1.29, 1.22, -3.48)
C (0.53, -2.67, -2.16)
C (-0.44, -3.64, -1.92)
C (-0.07, -4.91, -1.51)
C (1.27, -5.22, -1.32)
C (2.24, -4.25, -1.54)
C (1.87, -2.98, -1.95)
C (-2.71, -0.66, -3.75)
C (-3.52, -1.02, -4.84)
C (-3.56, 1.55, -0.32)
C (-3.97, 2.75, -0.84)
C (-4.98, 3.52, -0.23)
C (-5.58, 3.00, 0.88)
C (-6.72, 3.53, 1.71)
C (-6.94, 2.46, 2.81)
C (-5.84, 1.46, 2.59)
C (-5.48, 0.35, 3.30)
C (-4.30, -0.32, 2.90)
C (-3.53, 0.00, 1.81)
P (-1.84, -0.75, 1.83)
C (-2.14, -2.54, 1.68)
C (-3.31, -3.07, 1.15)
C (-3.43, -4.44, 0.96)
C (-2.39, -5.29, 1.32)
C (-1.22, -4.77, 1.84)
C (-1.09, -3.40, 2.01)
C (-1.42, -0.49, 3.59)
C (-1.11, 0.81, 3.98)
C (-0.78, 1.08, 5.29)
C (-0.76, 0.06, 6.24)
C (-1.07, -1.23, 5.86)
C (-1.40, -1.51, 4.53)
C (-4.01, 1.06, 0.95)
C (-5.09, 1.80, 1.44)
H (-5.18, 1.16, -2.21)
H (-6.50, 0.48, -4.17)
H (-5.73, -0.41, -6.98)
H (-6.27, -1.83, -6.10)
H (-3.92, -1.63, -7.87)
H (-4.48, -3.06, -7.04)
H (-1.50, -3.07, -6.63)
H (-0.06, -2.53, -4.75)
H (2.10, -1.93, -4.43)
H (3.67, -0.69, -5.84)
H (3.73, 1.78, -5.76)
H (2.21, 3.00, -4.23)
H (0.65, 1.76, -2.79)
H (-1.49, -3.41, -2.06)
H (-0.83, -5.66, -1.33)
H (1.55, -6.22, -1.01)
H (3.28, -4.49, -1.40)
H (2.64, -2.23, -2.09)
H (-3.55, 3.09, -1.77)
H (-5.29, 4.46, -0.67)
H (-7.62, 3.66, 1.09)
H (-6.48, 4.50, 2.13)
H (-7.91, 1.99, 2.73)
H (-6.88, 2.89, 3.81)
H (-6.02, 0.02, 4.17)
H (-3.96, -1.12, 3.55)
H (-4.12, -2.41, 0.87)
H (-4.34, -4.85, 0.54)
H (-2.49, -6.36, 1.18)
H (-0.40, -5.42, 2.11)
H (-0.17, -2.99, 2.41)
H (-1.10, 1.61, 3.25)
H (-0.54, 2.09, 5.59)
H (-0.49, 0.28, 7.26)
H (-1.06, -2.03, 6.58)
H (-1.66, -2.52, 4.26)
Cl (-0.18, 2.66, 0.01)
C (0.62, 3.88, 1.07)
Cl (1.46, 3.21, 2.44)
H (-0.18, 4.53, 1.41)
H (1.33, 4.39, 0.42)
Se (4.53, -0.13, -1.35)
C (2.83, -0.07, -0.82)
N (1.71, -0.11, -0.49)
O (3.05, 0.58, 2.55)
C (2.11, -0.33, 2.41)
O (0.99, -0.03, 2.02)
C (2.52, -1.74, 2.74)
N (3.75, -1.74, 3.53)
C (4.46, -3.01, 3.30)
C (3.83, -3.61, 2.03)
C (2.94, -2.50, 1.48)
H (1.67, -2.23, 3.24)
H (3.57, -1.58, 4.51)
H (3.85, 0.08, 2.85)
H (4.32, -3.69, 4.15)
H (5.53, -2.83, 3.20)
H (3.24, -4.49, 2.27)
H (4.59, -3.91, 1.30)
H (2.09, -2.87, 0.90)
H (3.52, -1.83, 0.83)

As for the multiplicity: 2. Its relative energy (zero: lowest compared OMol25 entry of this formula, charge and spin) is 37.3 kJ/mol. The charge is +1. The HOMO energy (alpha / beta) is -9.32 / -9.01 eV. The calculation puts the frontier orbital gap (alpha / beta) at 0.2524 / 0.2408 Ha.

These are the Löwdin partial charges, in e, on atoms 1 to 99: 0.4417, -0.6554, 0.9917, -0.2885, -0.0406, 0.0022, -0.1408, -0.0900, -0.0904, -0.1448, 0.0114, -0.0637, -0.2376, 1.0567, -0.3656, -0.0972, -0.0683, -0.0706, -0.0679, -0.1046, -0.3473, -0.0836, -0.0770, -0.0710, -0.0727, -0.1055, -0.1121, -0.0783, -0.3500, -0.0953, -0.0002, -0.1408, -0.0905, -0.0903, -0.1462, 0.0110, -0.0624, -0.2512, 1.0815, -0.3508, -0.0762, -0.0656, -0.0849, -0.0756, -0.1116, -0.3632, -0.1033, -0.0681, -0.0755, -0.0709, -0.0912, -0.0949, -0.0767, 0.1048, 0.1215, 0.1244, 0.1242, 0.1247, 0.1237, 0.1224, 0.1019, 0.1015, 0.1097, 0.1085, 0.1076, 0.0792, 0.1127, 0.1030, 0.1071, 0.1128, 0.0533, 0.1245, 0.1218, 0.1231, 0.1249, 0.1243, 0.1237, 0.1220, 0.1124, 0.1068, 0.1076, 0.1082, 0.1095, 0.0859, 0.0930, 0.1071, 0.1055, 0.1059, 0.0985, 0.5856, -0.9411, 0.6338, 0.0313, 0.0347, 0.6115, -0.8962, -0.0706, 0.1062, -0.4876

---

(3)
A 2-piece molecular cluster, C8H18ClP2 overall at a distorted geometry, computed with wB97M-V/def2-TZVPD.

Element x y z (Å)
C (1.81, -3.75, -3.59)
C (2.50, -2.35, -3.84)
C (-0.24, 3.81, 2.08)
C (-0.23, -0.19, -1.28)
C (-0.71, 2.43, 1.55)
C (-0.97, 1.38, 2.65)
C (-1.56, 0.07, 2.06)
C (-1.02, -0.98, 2.94)
P (0.67, -1.68, -0.67)
P (0.99, -2.36, -2.78)
Cl (-0.49, -1.94, -4.01)
H (1.35, -4.24, -4.57)
H (2.49, -4.34, -3.13)
H (3.43, -2.29, -3.21)
H (2.62, -1.90, -4.86)
H (-1.15, 4.32, 2.52)
H (0.19, 4.35, 1.17)
H (0.56, 3.82, 2.85)
H (0.21, 0.85, -0.94)
H (-1.27, -0.05, -0.90)
H (-0.40, -0.07, -2.39)
H (-1.61, 2.68, 1.05)
H (0.04, 1.89, 0.91)
H (-1.75, 1.83, 3.34)
H (-0.02, 1.07, 3.21)
H (-1.25, 0.09, 0.97)
H (-2.62, 0.07, 2.02)
H (-1.65, -1.25, 3.77)
H (0.08, -1.27, 3.08)

As for the multiplicity: 3. The charge is +1. The HOMO energy (alpha / beta) is -10.40 / -13.48 eV. The calculation puts the frontier orbital gap (alpha / beta) at 0.2218 / 0.2581 Ha.

Charges in e, computed with Löwdin, in the same order as the atoms: -0.3030, -0.2763, -0.1116, -0.5065, -0.2871, -0.2342, -0.3060, -0.0115, 0.8198, 0.3569, 0.4240, 0.1446, 0.0320, 0.0960, 0.1060, 0.0880, 0.0835, 0.0733, 0.0803, 0.0380, -0.0164, 0.0931, 0.0865, 0.1354, 0.1256, 0.0497, 0.0961, 0.0453, 0.0784

---

(4)
C43H35N7O10ReS4 as an isolated structure at a distorted geometry, computed with wB97M-V/def2-TZVPD.

Element x y z (Å)
Re (5.94, -4.10, 17.77)
N (4.73, -5.12, 18.57)
S (3.46, -5.71, 19.23)
N (2.75, -4.68, 20.33)
S (3.43, -3.72, 21.43)
N (4.34, -2.48, 21.01)
S (4.87, -1.64, 19.76)
N (5.40, -2.55, 18.61)
C (6.28, -0.73, 20.40)
C (6.59, 0.47, 19.75)
C (7.66, 1.26, 20.18)
C (8.37, 0.95, 21.31)
C (8.13, -0.30, 21.91)
C (7.06, -1.09, 21.51)
C (3.55, -0.54, 19.26)
C (2.70, -0.03, 20.24)
C (1.51, 0.65, 19.83)
C (1.30, 0.91, 18.48)
C (2.27, 0.48, 17.53)
C (3.44, -0.17, 17.92)
C (1.94, -3.07, 22.25)
C (1.83, -2.86, 23.64)
C (0.60, -2.60, 24.21)
C (-0.54, -2.44, 23.44)
C (-0.43, -2.57, 22.06)
C (0.82, -2.88, 21.47)
C (4.41, -4.56, 22.63)
C (3.88, -5.19, 23.78)
C (4.74, -5.60, 24.79)
C (6.12, -5.51, 24.60)
C (6.64, -5.11, 23.38)
C (5.82, -4.45, 22.45)
C (3.92, -7.19, 20.01)
C (5.28, -7.36, 20.24)
C (5.72, -8.52, 20.82)
C (4.77, -9.48, 21.18)
C (3.42, -9.37, 20.77)
C (2.97, -8.22, 20.15)
C (2.15, -6.18, 17.98)
C (0.82, -5.92, 18.30)
C (-0.12, -6.10, 17.28)
C (0.29, -6.47, 16.01)
C (1.61, -6.87, 15.75)
C (2.57, -6.76, 16.80)
H (6.04, 0.88, 18.89)
H (7.88, 2.22, 19.67)
H (9.06, 1.62, 21.73)
H (8.71, -0.67, 22.74)
H (6.72, -1.90, 22.16)
H (2.80, -0.34, 21.28)
H (0.86, 1.01, 20.60)
H (0.32, 1.26, 18.13)
H (2.03, 0.70, 16.51)
H (4.19, -0.39, 17.16)
H (2.73, -2.81, 24.18)
H (0.47, -2.57, 25.30)
H (-1.46, -2.10, 23.96)
H (-1.24, -2.39, 21.35)
H (0.88, -2.89, 20.35)
H (2.82, -5.26, 23.86)
H (4.27, -5.97, 25.72)
H (6.78, -5.71, 25.44)
H (7.67, -5.21, 23.22)
H (6.18, -3.97, 21.52)
H (6.07, -6.58, 20.03)
H (6.79, -8.60, 21.04)
H (5.03, -10.35, 21.78)
H (2.73, -10.19, 20.91)
H (1.95, -8.09, 19.75)
H (0.47, -5.64, 19.28)
H (-1.13, -5.70, 17.47)
H (-0.35, -6.38, 15.15)
H (1.76, -7.43, 14.83)
H (3.62, -6.97, 16.66)
O (12.99, -7.44, 18.28)
N (11.96, -7.65, 17.62)
O (11.83, -8.58, 16.79)
C (10.82, -6.78, 17.83)
C (10.76, -6.15, 19.02)
C (9.54, -5.51, 19.27)
C (8.41, -5.60, 18.47)
O (7.26, -4.93, 18.86)
C (8.50, -6.24, 17.21)
C (9.75, -6.80, 16.94)
N (7.46, -6.20, 16.23)
O (7.80, -6.38, 15.04)
O (6.14, -5.95, 16.42)
N (9.41, -4.65, 20.51)
O (8.50, -3.81, 20.70)
O (10.39, -4.85, 21.30)
H (11.60, -6.12, 19.76)
H (9.90, -7.21, 15.92)
C (6.34, -4.04, 13.68)
S (6.49, -3.05, 15.16)
O (5.14, -3.06, 15.86)
O (7.00, -1.84, 14.59)
O (7.33, -3.62, 16.32)
H (5.76, -3.37, 12.98)
H (5.84, -4.98, 13.91)
H (7.37, -4.17, 13.21)

As for the multiplicity: 4. The charge is +2. The HOMO energy (alpha / beta) is -11.71 / -13.83 eV. The calculation puts the frontier orbital gap (alpha / beta) at 0.1780 / 0.2586 Ha.

These are the Löwdin partial charges, in e, on atoms 1 to 99: 1.5549, -0.4885, 0.9428, -0.3593, 1.0026, -0.3816, 0.9095, -0.4365, -0.2808, -0.0524, -0.0564, -0.0314, -0.0345, -0.0692, -0.3242, -0.0492, -0.0434, -0.0379, -0.0356, -0.0521, -0.2970, -0.0609, -0.0521, -0.0454, -0.0422, -0.0843, -0.3010, -0.0567, -0.0316, -0.0284, -0.0331, -0.0486, -0.3385, -0.0822, -0.0545, -0.0255, -0.0419, -0.0361, -0.2928, -0.0793, -0.0438, -0.0509, -0.0200, -0.0314, 0.1240, 0.1300, 0.1050, 0.1129, 0.0999, 0.1100, 0.1088, 0.1289, 0.1105, 0.1221, 0.1077, 0.1290, 0.1373, 0.1228, 0.1279, 0.1060, 0.1310, 0.1235, 0.0976, 0.0838, 0.1158, 0.1221, 0.1200, 0.1195, 0.1254, 0.1079, 0.1223, 0.1114, 0.1194, 0.1023, 0.1041, -0.3078, 0.0964, -0.1293, 0.1171, -0.0203, -0.1692, -0.2826, -0.0645, 0.1345, -0.1906, 0.1344, -0.1233, -0.2418, 0.0595, 0.0579, 0.1710, 0.1570, -0.1265, 0.5557, -0.4359, -0.2669, -0.4717, 0.1024, 0.0511